# 1
Molecular formula: C5H13N
Method: DFT, the ωB97M-V functional and the def2-TZVPD basis

Each line ends with the Mulliken charge.
Element x y z (Å)
1 C 1.965 -0.489 0.044  -1.5498
2 C 0.490 -0.489 0.488  0.5171
3 C 0.293 0.458 1.675  -1.4594
4 C -0.458 -0.190 -0.707  0.1683
5 C -1.897 -0.544 -0.363  -1.4192
6 N -0.277 1.206 -1.182  -0.6592
7 H 2.119 -1.269 -0.700  0.3875
8 H 2.278 0.481 -0.333  0.3321
9 H 2.555 -0.730 0.930  0.4065
10 H 0.267 -1.529 0.755  0.2681
11 H -0.607 0.233 2.254  0.3458
12 H 0.294 1.466 1.284  0.3208
13 H 1.055 0.249 2.429  0.4187
14 H -0.108 -0.796 -1.546  0.3774
15 H -1.937 -1.607 -0.107  0.3613
16 H -2.598 -0.346 -1.173  0.4039
17 H -2.239 -0.019 0.532  0.2790
18 H -0.744 1.832 -0.547  0.2261
19 H -0.810 1.317 -2.048  0.2749

Computed properties:
SMILES: CC(C)[C@@H](C)N
Highest occupied orbital energy, hartree: -0.346
Strongest force on any atom, eV Å⁻¹: 1.3
Total charge: 0
ΔE to the lowest compared entry with this formula, charge and spin, kcal/mol: 4.2

# 2
Molecular formula: C5H13N
Method: DFT, the ωB97M-V functional and the def2-TZVPD basis

Each line ends with the Mulliken charge.
Element x y z (Å)
1 C -0.181 2.344 0.825  -0.7163
2 C 0.647 2.007 -0.177  -0.0403
3 C 1.781 1.131 -0.126  -1.1500
4 H -0.856 3.116 0.716  0.2665
5 H -0.197 1.899 1.759  0.3670
6 H 0.565 2.375 -1.164  0.2888
7 H 2.710 1.699 -0.154  0.3460
8 H 1.895 0.362 0.660  0.3901
9 H 1.885 0.419 -0.941  0.3018
10 C -0.169 -1.940 -1.221  -1.0746
11 C -1.288 -2.042 -0.083  -0.2072
12 N -0.831 -1.046 0.894  -0.5266
13 H 0.736 -1.696 -0.731  0.2400
14 H 0.152 -2.833 -1.709  0.4084
15 H -0.410 -1.007 -1.762  0.2707
16 H -2.231 -1.845 -0.582  0.2143
17 H -1.208 -3.144 0.250  0.2825
18 H -0.408 -0.173 0.541  0.1214
19 H -1.553 -0.852 1.564  0.2175

Computed properties:
SMILES: C=CC.CCN
Highest occupied orbital energy, hartree: -0.329
Strongest force on any atom, eV Å⁻¹: 3.7
Total charge: 0
ΔE to the lowest compared entry with this formula, charge and spin, kcal/mol: 52.3

# 3
Molecular formula: C5H13N
Method: DFT, the ωB97M-V functional and the def2-TZVPD basis

Each line ends with the Mulliken charge.
Element x y z (Å)
1 C 2.325 -0.308 -1.232  -0.8998
2 C 1.789 -0.352 0.660  -0.7123
3 C 0.385 -0.687 0.552  -0.2381
4 C -0.659 0.256 1.046  -0.5564
5 N -1.420 1.015 -0.003  -0.4610
6 C -1.694 0.170 -1.195  0.1243
7 H 3.376 -0.006 -1.135  0.3452
8 H 1.583 0.386 -1.673  0.2794
9 H 2.157 -1.317 -1.708  0.2697
10 H 2.622 -0.908 1.176  0.3445
11 H 1.777 0.738 0.565  0.2511
12 H -1.294 -0.076 1.840  0.3651
13 H 0.077 -1.699 0.409  0.4297
14 H -4.231 -0.252 2.377  0.0963
15 H -0.026 1.054 1.577  0.2600
16 H -4.058 0.188 1.748  -0.0970
17 H -0.606 0.491 -1.047  -0.1873
18 H -2.095 -0.869 -1.093  0.1462
19 H -2.221 0.692 -1.997  0.2405

Computed properties:
Highest occupied orbital energy, hartree: -0.236
Strongest force on any atom, eV Å⁻¹: 4.7
Total charge: 0
ΔE to the lowest compared entry with this formula, charge and spin, kcal/mol: 224.0

# 4
Molecular formula: C5H13N
Method: DFT, the ωB97M-V functional and the def2-TZVPD basis

Each line ends with the Mulliken charge.
Element x y z (Å)
1 C -0.769 2.195 -0.746  -1.0368
2 C -1.110 1.458 0.587  -0.5206
3 C -0.246 0.250 0.872  -0.7060
4 C -0.121 -0.767 -0.265  -0.2117
5 C 0.629 -2.044 0.150  -0.6257
6 N 2.015 -2.117 -0.275  -0.6250
7 H -0.490 3.229 -0.581  0.3150
8 H 0.022 1.731 -1.332  0.3129
9 H -1.657 2.196 -1.377  0.2371
10 H -2.133 1.109 0.485  0.3123
11 H -1.080 2.192 1.391  0.3612
12 H 0.772 0.501 1.192  0.2686
13 H -0.643 -0.338 1.717  0.3193
14 H -1.117 -0.923 -0.687  0.2916
15 H 0.429 -0.302 -1.090  0.1744
16 H 0.622 -2.067 1.241  0.3864
17 H 0.111 -2.929 -0.229  0.2713
18 H 2.665 -1.504 0.206  0.2382
19 H 2.100 -1.869 -1.258  0.2375

Computed properties:
SMILES: CCCCCN
Highest occupied orbital energy, hartree: -0.336
Strongest force on any atom, eV Å⁻¹: 1.3
Total charge: 0
ΔE to the lowest compared entry with this formula, charge and spin, kcal/mol: 12.9

# 5
Molecular formula: C5H13N
Method: DFT, the ωB97M-V functional and the def2-TZVPD basis

Each line ends with the Mulliken charge.
Element x y z (Å)
1 C -0.933 0.581 0.792  -0.8479
2 C 0.209 -0.207 0.993  0.5075
3 C 0.223 -1.582 0.348  -1.4060
4 C 0.660 0.937 -0.061  -0.5996
5 C 2.182 0.708 -0.273  -1.2458
6 N -2.197 -0.318 -1.363  -0.9044
7 H -1.748 0.224 -0.256  0.4474
8 H -1.167 1.328 1.533  0.3088
9 H 0.772 -0.154 1.928  0.4239
10 H -0.306 -1.549 -0.603  0.4475
11 H -0.293 -2.269 1.021  0.3556
12 H 1.225 -1.943 0.220  0.3866
13 H 0.261 0.758 -1.042  0.3401
14 H 0.593 1.993 0.212  0.4174
15 H 2.340 -0.280 -0.678  0.3465
16 H 2.730 0.813 0.648  0.3520
17 H 2.524 1.441 -0.991  0.3836
18 H -2.788 -1.068 -1.008  0.1693
19 H -2.826 0.220 -1.960  0.1176

Computed properties:
Highest occupied orbital energy, hartree: -0.257
Strongest force on any atom, eV Å⁻¹: 2.1
Total charge: 0
ΔE to the lowest compared entry with this formula, charge and spin, kcal/mol: 121.4

# 6
Molecular formula: C5H13N2
Method: DFT, the ωB97M-V functional and the def2-TZVPD basis

Each line ends with the Mulliken charge.
Element x y z (Å)
1 C 0.974 0.649 1.757  -1.3375
2 C -0.479 0.566 1.241  -0.3009
3 C -0.930 1.005 -0.174  -0.9803
4 N -0.608 -2.339 -2.025  -0.5062
5 C -1.026 -1.393 -1.018  -0.0119
6 C -0.626 -0.130 -1.171  -0.6207
7 N 1.916 0.826 0.499  -2.1537
8 H 1.244 -0.344 2.069  0.5053
9 H 1.093 1.475 2.446  0.5230
10 H -1.011 -0.370 1.428  0.3277
11 H -1.130 1.176 1.906  0.4050
12 H -0.486 1.964 -0.451  0.5061
13 H -2.007 1.257 -0.211  0.3822
14 H -0.859 -2.011 -2.941  0.2155
15 H -0.637 -3.319 -1.772  0.2032
16 H -1.481 -1.930 -0.185  0.2862
17 H -0.160 0.208 -2.083  0.3233
18 H 2.889 0.783 0.826  1.1647
19 H 1.658 0.147 -0.225  0.4127
20 H 1.666 1.778 0.085  0.6564

Computed properties:
Highest occupied orbital energy (alpha / beta), hartree: -0.124 / -0.311
Expectation value of S²: 0.751
Strongest force on any atom, eV Å⁻¹: 3.1
Total charge: 0
Spin multiplicity: 2
ΔE to the lowest compared entry with this formula, charge and spin, kcal/mol: 66.3

# 7
Molecular formula: C5H13N2
Method: DFT, the ωB97M-V functional and the def2-TZVPD basis

Each line ends with the Mulliken charge.
Element x y z (Å)
1 C -1.048 1.767 -1.373  -1.2228
2 C 0.373 1.291 -1.078  -0.1881
3 C 0.678 1.294 0.437  -1.0374
4 C 0.217 0.004 1.125  -0.5663
5 N 0.947 -1.138 0.507  -0.0893
6 C 0.394 -2.294 0.286  0.1162
7 N -0.817 -2.613 0.726  -0.3421
8 H -1.103 2.856 -1.354  0.3391
9 H -1.733 1.405 -0.600  0.2909
10 H -1.420 1.412 -2.327  0.3657
11 H 1.112 1.939 -1.551  0.3278
12 H 0.512 0.300 -1.522  0.2624
13 H 1.702 1.479 0.741  0.4052
14 H 0.051 2.122 0.771  0.4003
15 H -0.854 -0.079 0.937  0.3740
16 H 0.447 -0.063 2.188  0.3452
17 H 1.750 -0.871 -0.030  0.3093
18 H 1.024 -3.098 -0.077  0.3800
19 H -1.127 -2.141 1.563  0.2452
20 H -1.104 -3.571 0.632  0.2847

Computed properties:
SMILES: CCCCNC=[NH2+]
Highest occupied orbital energy, hartree: -0.560
Strongest force on any atom, eV Å⁻¹: 1.4
Total charge: +1
ΔE to the lowest compared entry with this formula, charge and spin, kcal/mol: 23.6

# 8
Molecular formula: C5H13N2
Method: DFT, the ωB97M-V functional and the def2-TZVPD basis

Each line ends with the Mulliken charge.
Element x y z (Å)
1 C 2.002 0.966 -0.504  -0.7514
2 C 0.970 0.881 0.336  0.0401
3 N -0.011 1.941 0.549  -0.4463
4 C 0.543 -0.538 0.921  -0.6535
5 C -0.927 -0.933 0.260  0.1865
6 C -0.905 -2.265 -0.366  -1.6334
7 N -1.170 0.096 -0.897  -0.2264
8 H 2.088 0.006 -0.943  0.2690
9 H 2.473 1.879 -0.782  0.3102
10 H -0.816 1.902 1.100  0.1452
11 H 0.564 2.746 0.790  0.2530
12 H 0.600 -0.568 2.012  0.3416
13 H 1.295 -1.164 0.395  0.2997
14 H -1.732 -0.789 0.937  0.4810
15 H -0.189 -2.261 -1.193  0.4782
16 H -1.915 -2.552 -0.640  0.3856
17 H -0.431 -3.031 0.237  0.3812
18 H -2.127 0.452 -0.584  0.3659
19 H -0.416 0.751 -0.929  0.3739
20 H -1.219 -0.299 -1.850  0.4000

Computed properties:
SMILES: C=C(N)C[C@H](C)[NH3+]
Highest occupied orbital energy, hartree: -0.473
Strongest force on any atom, eV Å⁻¹: 4.2
Total charge: +1
ΔE to the lowest compared entry with this formula, charge and spin, kcal/mol: 77.0

# 9
Molecular formula: C5H13N2
Method: DFT, the ωB97M-V functional and the def2-TZVPD basis

Each line ends with the Mulliken charge.
Element x y z (Å)
1 C 1.419 -2.120 -0.201  -0.9291
2 N 0.826 -1.316 0.854  -0.2266
3 C -0.374 -0.688 0.900  0.1976
4 C -1.259 -0.510 -0.223  -0.8212
5 N -0.580 0.760 0.076  0.2295
6 C -1.340 1.884 0.488  -0.8486
7 C 0.566 1.016 -0.814  -0.7433
8 H 2.196 -1.579 -0.655  0.3963
9 H 1.815 -3.120 0.207  0.3134
10 H 0.789 -2.236 -1.122  0.2874
11 H 1.258 -1.428 1.762  0.2674
12 H -0.793 -0.615 1.846  0.4664
13 H -1.206 -0.998 -1.328  0.1992
14 H -2.217 -0.415 0.025  0.3906
15 H -0.610 2.712 0.763  0.2961
16 H -2.096 2.343 -0.290  0.2988
17 H -2.014 1.635 1.277  0.3749
18 H 0.271 1.332 -1.802  0.4092
19 H 1.021 1.959 -0.536  0.3308
20 H 1.296 0.121 -0.886  0.1111

Computed properties:
SMILES: CN[C@@H]1C[N+]1(C)C
Highest occupied orbital energy, hartree: -0.506
Strongest force on any atom, eV Å⁻¹: 4.6
Total charge: +1
ΔE to the lowest compared entry with this formula, charge and spin, kcal/mol: 84.4

# 10
Molecular formula: C5H13N2
Method: DFT, the ωB97M-V functional and the def2-TZVPD basis

Each line ends with the Mulliken charge.
Element x y z (Å)
1 N 2.358 0.298 1.777  -0.4815
2 C 1.406 -0.197 0.913  0.1679
3 C 1.045 0.489 -0.158  -0.9729
4 C 0.624 -0.313 -1.414  -0.5281
5 C -0.828 -0.784 -1.402  -0.5990
6 C -1.592 -0.526 -0.056  -0.6381
7 N -1.750 0.912 0.470  -0.2365
8 H 2.533 -0.102 2.670  0.2395
9 H 2.491 1.310 1.817  0.2210
10 H 1.069 -1.240 0.938  0.3575
11 H 1.738 1.338 -0.385  0.3218
12 H 1.348 -1.060 -1.526  0.4152
13 H 0.771 0.419 -2.155  0.2823
14 H -1.365 -0.258 -2.232  0.3137
15 H -0.847 -1.800 -1.573  0.3596
16 H -2.665 -1.002 -0.178  0.4049
17 H -1.032 -1.017 0.877  0.2568
18 H -0.798 1.440 0.289  0.3874
19 H -1.918 0.698 1.400  0.3326
20 H -2.590 1.395 -0.072  0.3959

Computed properties:
SMILES: N/C=C/CCC[NH3+]
Highest occupied orbital energy, hartree: -0.446
Strongest force on any atom, eV Å⁻¹: 5.5
Total charge: +1
ΔE to the lowest compared entry with this formula, charge and spin, kcal/mol: 74.0